#A
13
Properties=species:S:1:pos:R:3 method="wB97M-V/def2-TZVPD" charge=0 lumo_ha=0.028 homo_lumo_gap_ev=10.14
H 2.04 0.31 1.22
N 2.08 -0.70 0.91
C 1.78 -0.74 -0.30
N 1.07 0.33 -1.09
S 0.43 1.66 -0.25
C -0.85 0.91 0.80
C -1.88 0.11 0.07
C -2.70 -0.78 -0.25
H 2.05 -1.72 -0.90
H 0.63 0.14 -1.93
H -1.35 1.73 1.13
H -0.20 0.40 1.47
H -3.10 -1.65 -0.88

#B
13
Properties=species:S:1:pos:R:3 method="wB97M-V/def2-TZVPD" charge=0 lumo_ha=0.031 homo_lumo_gap_ev=8.58
N -2.72 0.20 -0.12
N -1.65 -0.65 0.04
C -0.47 -0.11 0.02
C -0.08 1.31 -0.04
C 1.22 1.48 0.00
C 2.00 0.18 0.02
S 0.89 -1.23 -0.01
H -2.53 1.14 0.26
H -3.44 -0.23 0.39
H -0.81 2.07 0.08
H 1.81 2.45 0.01
H 2.64 0.08 0.92
H 2.61 0.14 -0.88

#C
13
Properties=species:S:1:pos:R:3 method="wB97M-V/def2-TZVPD" charge=0 lumo_ha=0.022 smiles=Cc1c[nH]c(S)n1 homo_lumo_gap_ev=8.83
C 0.58 1.74 -2.26
C 0.38 0.60 -1.29
C 0.58 -0.70 -1.44
N 0.21 -1.28 -0.23
C -0.16 -0.25 0.58
S -0.72 -0.43 2.24
N -0.12 0.92 -0.03
H 0.94 1.43 -3.24
H -0.30 2.36 -2.43
H 1.30 2.46 -1.85
H 0.94 -1.25 -2.29
H 0.30 -2.27 -0.02
H -0.60 -1.74 2.16

Top of the stability list: #C, leading by 0.0627 hartree.

#A
13
Properties=species:S:1:pos:R:3 method="wB97M-V/def2-TZVPD" charge=0 lumo_ha=-0.053 homo_lumo_gap_ev=7.44
H -0.75 1.23 -2.36
N -0.19 0.87 -1.73
C -0.90 0.54 -0.77
N -2.22 0.51 -0.76
C -0.09 -0.11 0.35
S -0.79 -1.48 1.19
C 1.38 -0.12 0.47
C 2.08 -0.78 1.44
H -2.57 0.01 0.26
H -2.78 0.38 -1.67
H 1.89 0.67 -0.19
H 1.72 -1.33 2.44
H 3.22 -0.39 1.33

#B
13
Properties=species:S:1:pos:R:3 method="wB97M-V/def2-TZVPD" charge=0 lumo_ha=0.025 homo_lumo_gap_ev=9.86
H 1.64 -2.45 1.17
N 1.21 -1.98 0.37
C 1.67 -1.04 -0.28
S 2.68 0.40 -0.49
C 1.07 -0.18 -1.28
N -0.19 0.25 -0.98
C -0.61 0.68 0.15
C -2.00 0.91 0.65
H 1.31 -0.34 -2.42
H 0.24 0.92 0.80
H -2.11 1.80 1.34
H -2.25 0.03 1.08
H -2.66 1.00 -0.11

#C
13
Properties=species:S:1:pos:R:3 method="wB97M-V/def2-TZVPD" charge=0 lumo_ha=-0.006 smiles="[H]/N=C/C=C.N=C=S" homo_lumo_gap_ev=8.63
H 0.13 1.48 -2.10
N 0.24 1.04 -1.22
C 0.08 -0.23 -1.32
C 0.15 -1.13 -0.22
C 0.02 -2.42 -0.20
H 0.03 -0.57 -2.36
H 0.48 -0.66 0.68
H 0.20 -2.93 0.75
H -0.45 -3.19 -0.96
N 0.43 2.14 1.22
C -0.40 2.39 2.04
S -1.27 2.43 3.37
H 0.35 1.66 0.32

Top of the stability list: #C, leading by 0.0325 hartree.